No. 1
C5H11ClIrMnNS | ωB97M-V with the def2-TZVPD basis set

Geometry as XYZ:
```
21
Properties=species:S:1:pos:R:3:lowdin_spin:R:1
Ir 0.491 1.094 -0.964 2.000
Cl -0.685 1.075 0.767 0.471
C -0.822 1.565 -2.351 0.313
C 1.990 2.196 -0.319 0.302
H -0.316 2.114 -3.168 0.058
H -1.297 0.670 -2.795 0.049
H -1.627 2.217 -1.959 0.036
H 2.457 2.721 -1.174 0.059
H 2.776 1.589 0.169 0.048
H 1.660 2.967 0.404 0.037
Mn -0.442 -1.040 0.621 4.517
C 0.329 -1.989 2.274 0.109
C 0.889 -0.735 -0.849 0.585
H 1.328 -2.392 2.025 0.021
H 0.417 -1.284 3.127 0.020
H -0.350 -2.821 2.554 0.018
H 1.953 -0.947 -0.665 0.081
H 0.485 -1.267 -1.728 0.107
S -4.179 -2.723 0.910 0.040
C -2.971 -1.828 1.390 0.053
N -2.085 -1.179 1.732 0.072
```

## Properties
HOMO-LUMO gap (alpha / beta)	2.98 / 6.02	eV
E_tot	-2365.26883	Ha
HOMO energy (alpha / beta)	0.0797 / -0.0343	hartree
2S+1	10
E_LUMO (alpha / beta)	5.14 / 5.08	eV
net charge	-2
max |F|	0.1732	Eh/bohr
energy above the lowest of the compared OMol25 structures with the same formula, charge and spin	43.8	kcal per mole

---

No. 2
C2H6Cl3PSi | ωB97M-V with the def2-TZVPD basis set

Geometry as XYZ:
```
13
Properties=species:S:1:pos:R:3:lowdin_charge:R:1
C -1.465 -0.681 0.682 -0.338
C -0.144 1.634 0.192 -0.343
Si 1.560 -0.838 -0.463 -0.611
P 0.216 0.030 1.019 0.693
Cl 3.445 -0.242 -0.431 0.323
Cl 0.992 0.124 -2.822 -0.120
Cl 1.477 -2.816 -0.549 0.329
H -1.437 -1.800 0.606 0.049
H -2.090 -0.391 -0.063 0.008
H -2.029 -0.558 1.569 0.016
H -1.115 1.858 0.443 0.002
H -0.054 1.300 -0.787 -0.092
H 0.643 2.381 0.604 0.084
```

## Properties
HOMO-LUMO gap	9.26	eV
E_tot	-2091.31754	Ha
HOMO energy	-0.3503	hartree
E_LUMO	-0.27	eV
net charge	0
max |F|	0.0886	Eh/bohr
energy above the lowest of the compared OMol25 structures with the same formula, charge and spin	26.3	kcal per mole

---

No. 3
C6HCeO6 | ωB97M-V with the def2-TZVPD basis set

Geometry as XYZ:
```
14
Properties=species:S:1:pos:R:3:lowdin_charge:R:1
O -0.468 -0.345 -2.261 0.063
C -1.136 0.391 -1.466 -0.126
Ce 0.801 -0.077 -0.275 1.343
O 4.420 0.028 -1.570 0.238
C 3.308 0.020 -1.222 0.069
C -1.542 -0.245 0.537 -0.093
O -2.662 -0.146 0.858 0.329
C -0.187 -2.322 0.347 0.046
O -0.821 -3.283 0.532 0.294
C -0.296 2.078 -0.014 0.012
O -1.073 2.942 0.126 0.298
H -2.139 0.851 -1.623 0.197
O 0.860 0.070 3.592 0.255
C 0.935 0.039 2.440 0.074
```

## Properties
HOMO-LUMO gap (alpha / beta)	7.88 / 7.88	eV
E_tot	-1154.40007	Ha
HOMO energy (alpha / beta)	-0.8833 / -0.8840	hartree
E_LUMO (alpha / beta)	-16.15 / -16.17	eV
net charge	+3
max |F|	0.1569	Eh/bohr
energy above the lowest of the compared OMol25 structures with the same formula, charge and spin	0.0	kcal per mole

---

No. 4
C2H8N3O2 | ωB97M-V with the def2-TZVPD basis set

Geometry as XYZ:
```
15
Properties=species:S:1:pos:R:3:lowdin_charge:R:1
C -1.649 1.452 0.887 -0.045
C 0.309 -1.540 -1.554 -0.007
N 2.024 -0.623 0.502 0.274
N 0.578 0.949 0.893 0.046
N 1.009 -0.051 0.211 -0.184
O -0.388 1.785 0.432 -0.047
O -0.058 -0.561 -0.621 0.000
H -2.277 1.952 0.170 0.121
H -1.774 1.836 1.824 0.077
H -1.947 0.483 0.860 0.067
H 0.702 -1.064 -2.370 0.092
H -0.615 -2.083 -1.759 0.139
H 0.863 -2.308 -1.130 0.073
H 2.070 -1.473 -0.118 0.129
H 1.153 1.247 1.774 0.264
```

## Properties
HOMO-LUMO gap	10.43	eV
E_tot	-395.23639	Ha
HOMO energy	-0.5728	hartree
E_LUMO	-5.16	eV
net charge	+1
max |F|	0.0810	Eh/bohr
energy above the lowest of the compared OMol25 structures with the same formula, charge and spin	201.4	kcal per mole

---

No. 5
C36H40N6O4Ti | ωB97M-V with the def2-TZVPD basis set

Geometry as XYZ:
```
87
Properties=species:S:1:pos:R:3:lowdin_spin:R:1
Ti 0.023 0.092 0.023 0.021
C 0.402 -5.255 4.111 -0.006
C 0.585 -3.912 3.449 0.005
C 0.391 -2.736 4.173 0.144
C 0.579 -1.456 3.608 0.028
C 0.417 -0.217 4.242 0.345
N -0.235 0.021 5.432 0.161
C -1.575 -0.519 5.678 0.023
C -2.608 -0.221 4.591 0.010
C -2.878 1.257 4.323 0.020
N -1.899 1.823 3.409 0.204
C -1.981 3.120 2.992 0.302
C -1.285 3.699 1.914 0.025
C -1.265 5.104 1.744 0.145
C -0.480 5.744 0.796 0.005
C -0.510 7.245 0.655 -0.006
C 0.353 4.980 -0.004 0.171
C 0.343 3.569 0.078 0.011
C 1.319 2.829 -0.677 -0.001
N 1.485 1.556 -0.727 -0.019
C 2.624 1.055 -1.497 -0.001
C 2.219 -0.025 -2.504 -0.001
C 2.142 -1.417 -1.893 -0.001
N 1.406 -1.430 -0.625 -0.008
C 1.545 -2.472 0.120 0.002
C 1.117 -2.581 1.490 0.015
C 0.959 -3.834 2.120 0.164
C 0.945 -1.400 2.221 0.051
O 1.058 -0.222 1.651 0.015
C -0.527 2.927 0.964 0.058
O -0.648 1.621 0.980 0.025
H 0.089 -5.142 5.148 0.000
H 1.330 -5.830 4.103 -0.002
H -0.355 -5.847 3.593 -0.002
H 0.139 -2.815 5.223 0.010
H 0.849 0.647 3.758 0.017
H -0.183 0.996 5.685 0.002
H -1.912 -0.094 6.626 0.000
H -1.519 -1.597 5.823 0.002
H -3.546 -0.686 4.906 0.001
H -2.326 -0.711 3.654 0.002
H -2.866 1.825 5.261 0.003
H -3.884 1.350 3.905 0.006
H -1.490 1.182 2.744 0.007
H -2.554 3.777 3.638 0.019
H -1.871 5.706 2.414 0.006
H -1.033 7.707 1.491 0.000
H -1.021 7.543 -0.263 -0.003
H 0.499 7.657 0.617 -0.002
H 1.029 5.461 -0.703 0.011
H 2.025 3.453 -1.234 0.000
H 3.354 0.645 -0.792 -0.001
H 3.104 1.887 -2.022 0.000
H 2.964 -0.056 -3.301 0.000
H 1.270 0.246 -2.968 0.000
H 3.160 -1.770 -1.703 0.000
H 1.679 -2.110 -2.595 0.000
H 2.064 -3.339 -0.299 0.000
H 1.112 -4.738 1.542 0.010
C -1.538 1.803 -3.309 0.000
C -1.303 0.401 -2.837 0.000
O -0.822 0.316 -1.600 0.002
C -1.532 -0.700 -3.573 0.000
C -1.218 -2.050 -3.065 0.000
C -0.445 -2.961 -3.979 0.000
N -1.596 -2.532 -1.944 0.000
N -2.627 -1.904 -1.298 0.000
C -2.499 -1.331 -0.174 0.000
O -1.372 -1.088 0.500 0.001
C -3.762 -0.829 0.438 0.000
C -3.839 0.477 0.909 0.001
C -5.047 0.976 1.377 0.002
C -6.172 0.166 1.414 0.000
C -6.091 -1.146 0.962 0.000
C -4.894 -1.636 0.463 0.000
H -0.599 2.361 -3.290 0.000
H -2.228 2.302 -2.626 0.000
H -1.948 1.823 -4.316 0.000
H -1.858 -0.591 -4.599 0.000
H -1.094 -3.266 -4.805 0.000
H -0.129 -3.856 -3.446 0.000
H 0.414 -2.459 -4.427 0.000
H -2.961 1.110 0.881 0.000
H -5.107 2.006 1.707 0.002
H -7.111 0.555 1.787 0.000
H -6.966 -1.782 0.985 0.000
H -4.825 -2.643 0.074 0.000
```

## Properties
HOMO-LUMO gap (alpha / beta)	5.43 / 7.75	eV
E_tot	-2874.87629	Ha
HOMO energy (alpha / beta)	-0.2062 / -0.2894	hartree
2S+1	3
E_LUMO (alpha / beta)	-0.18 / -0.12	eV
net charge	0
max |F|	0.0151	Eh/bohr
energy above the lowest of the compared OMol25 structures with the same formula, charge and spin	18.1	kcal per mole

---

No. 6
C11H23N5O3S | ωB97M-V with the def2-TZVPD basis set

Geometry as XYZ:
```
43
Properties=species:S:1:pos:R:3:lowdin_charge:R:1
C 1.245 -1.091 -1.612 -0.357
C 1.380 -0.327 -0.216 -0.381
C 0.090 -2.039 -1.299 -0.230
C -0.083 -3.131 -2.363 -0.183
C -1.692 -3.664 -2.443 -0.187
C -4.021 -3.107 -1.801 -0.524
C 0.803 1.986 0.728 -0.330
C -0.434 2.768 0.493 -0.062
C 1.987 2.813 1.132 -0.204
C 2.159 3.415 2.614 -0.642
C 2.680 1.118 3.440 -0.397
H 3.072 -2.185 -0.902 0.167
H 3.135 -1.129 -2.473 0.106
H 1.113 -0.285 -2.394 0.150
H -0.993 -1.752 -1.102 0.111
H 0.270 -2.755 -0.283 0.181
H 0.364 -2.575 -3.339 0.125
H 0.600 -4.091 -2.288 0.127
H -1.986 -4.424 -3.294 0.152
H -1.716 -4.066 -1.539 0.028
H -2.555 -2.054 -3.075 0.165
H -3.580 -4.934 -1.484 -0.024
H -5.895 -2.361 -1.944 0.045
H -4.899 -1.252 -1.776 0.099
H 0.087 1.125 -0.919 0.164
H 0.532 1.108 1.556 0.198
H 1.921 3.727 0.380 0.155
H 2.802 2.241 0.910 0.064
H 1.677 4.533 2.439 0.135
H 3.101 3.768 2.783 0.023
H 2.377 0.580 2.523 -0.004
H 3.820 1.509 3.223 0.106
H 2.724 0.517 4.415 0.050
H -0.999 4.653 0.390 0.054
N 2.537 -1.793 -1.861 0.003
N -2.746 -2.644 -2.198 -0.031
N -4.356 -4.349 -1.475 0.117
N -4.982 -2.199 -2.118 0.120
N 1.205 1.158 -0.535 0.081
O 1.956 -0.741 0.767 0.066
O -1.371 2.117 -0.310 -0.051
O -0.267 4.376 0.925 -0.011
S 1.637 2.526 3.900 0.824
```

## Properties
HOMO-LUMO gap	7.80	eV
E_tot	-1330.32119	Ha
HOMO energy	-0.3159	hartree
E_LUMO	-0.80	eV
net charge	0
max |F|	0.1847	Eh/bohr
energy above the lowest of the compared OMol25 structures with the same formula, charge and spin	232.0	kcal per mole